## A
# H5NO

A cluster of 2 separate species, H5NO in total (ωB97M-V/def2-TZVPD, the OMol25 dataset).

Output
**Kohn-Sham gap**: 11.131 eV
**LUMO level**: 0.871 eV
**Highest occupied orbital energy**: -10.26 eV
**SMILES**: N.O
**Spin multiplicity**: 1

Element x y z (Å)
N 0.0000 0.0000 0.0000
H -0.0876 -0.7093 0.7348
H 0.7174 0.6632 0.3101
H 0.3713 -0.4744 -0.8293
O -2.0304 2.3263 -5.3178
H -1.7669 1.6874 -6.0182
H -1.3249 2.2517 -4.6359

Atomic charges from the Mulliken analysis, expressed in e, are listed below: N -0.657; H 0.220; H 0.219; H 0.218; O -0.650; H 0.324; H 0.325

## B
# H5NO

A cluster of 2 separate species, H5NO in total (ωB97M-V/def2-TZVPD, the OMol25 dataset).

Output
**Kohn-Sham gap**: 11.256 eV
**LUMO level**: 1.004 eV
**Highest occupied orbital energy**: -10.25 eV
**SMILES**: N.O
**Spin multiplicity**: 1

Element x y z (Å)
N 0.2658 0.8797 1.0054
H -0.2719 1.1093 1.8152
H -0.0376 1.4283 0.2165
H 1.2506 0.8650 1.1669
O -0.4734 -1.2738 -1.7466
H -0.3124 -0.7982 -0.9272
H -0.4212 -2.2103 -1.5302

Atomic charges from the Mulliken analysis, expressed in e, are listed below: N -0.643; H 0.203; H 0.239; H 0.202; O -0.667; H 0.350; H 0.316

The winner here is B, beating the second structure by 3.2 kcal/mol.

## A
# C16H23NO4S

The molecule C16H23NO4S (ωB97M-V/def2-TZVPD, the OMol25 dataset).

Output
**Kohn-Sham gap**: 9.609 eV
**LUMO level**: 0.436 eV
**Highest occupied orbital energy**: -9.17 eV
**SMILES**: CCCCCC[C@@H]1CN(c2cccc(S(C)(=O)=O)c2)C(=O)O1
**Spin multiplicity**: 1

Element x y z (Å)
C -3.2576 5.0589 2.7373
C -4.1411 4.8521 1.5000
C -3.3521 4.2873 0.2793
C -2.8221 2.8761 0.5812
C -2.2066 2.2702 -0.6708
C -1.6258 0.8681 -0.4560
C -0.8449 0.3910 -1.6859
C -0.1241 -0.9698 -1.4140
N 1.2938 -0.6230 -1.3088
C 2.3151 -1.6274 -1.1518
C 3.6355 -1.4549 -1.6182
C 4.5726 -2.4876 -1.4661
C 4.2255 -3.7219 -0.8814
C 2.9639 -3.8565 -0.3927
S 2.5055 -5.5237 0.3654
C 2.9158 -5.3274 2.1423
O 1.0747 -5.8481 0.2820
O 3.3172 -6.5930 -0.1930
C 2.0208 -2.8421 -0.4979
C 1.4247 0.7203 -1.6375
O 2.4705 1.3387 -1.5546
O 0.2148 1.2629 -1.9970
H -2.4376 5.7489 2.5495
H -2.8420 4.1562 3.1357
H -3.8432 5.4703 3.5638
H -4.6151 5.8125 1.2676
H -4.9824 4.1748 1.7290
H -2.4816 4.9314 0.0433
H -3.9860 4.2602 -0.6230
H -2.0901 2.9253 1.4104
H -3.6531 2.2952 0.9279
H -1.4166 2.9690 -1.0352
H -2.9807 2.2270 -1.4471
H -2.5082 0.2293 -0.2375
H -0.9425 0.8559 0.4174
H -1.5272 0.3365 -2.4976
H -0.4932 -1.4738 -0.5135
H -0.2727 -1.6013 -2.2806
H 3.9381 -0.5380 -2.1351
H 5.5565 -2.3369 -1.8560
H 4.9272 -4.5560 -0.8269
H 3.9789 -5.2303 2.2390
H 2.6048 -6.2450 2.6743
H 2.4162 -4.4616 2.5902
H 1.0740 -3.0000 -0.0574

Atomic charges from the Mulliken analysis, expressed in e, are listed below: C -1.184; C -0.452; C -0.638; C -0.496; C -0.748; C -0.741; C 0.053; C -0.864; N 0.246; C 0.496; C -0.608; C -0.683; C -0.559; C -0.098; S 1.250; C -0.983; O -0.651; O -0.645; C -0.254; C 0.396; O -0.618; O -0.376; H 0.290; H 0.337; H 0.365; H 0.321; H 0.293; H 0.292; H 0.369; H 0.278; H 0.319; H 0.349; H 0.250; H 0.346; H 0.332; H 0.573; H 0.385; H 0.326; H 0.396; H 0.403; H 0.444; H 0.370; H 0.346; H 0.357; H 0.419

## B
# C16H23NO4S

The molecule C16H23NO4S (ωB97M-V/def2-TZVPD, the OMol25 dataset).

Output
**Kohn-Sham gap**: 8.208 eV
**LUMO level**: 0.599 eV
**Highest occupied orbital energy**: -7.61 eV
**SMILES**: CCCCOc1ccc(NC(=O)CSCC(=O)OCC)cc1
**Spin multiplicity**: 1

Element x y z (Å)
C -8.2555 -0.0061 -0.0140
C -7.0054 -0.8751 0.0618
C -5.8059 -0.1507 0.6705
C -5.3049 1.0045 -0.2012
O -4.1117 1.5755 0.2936
C -2.9282 0.9177 0.1298
C -2.7373 -0.2482 -0.6031
C -1.4779 -0.8121 -0.7149
C -0.3853 -0.2225 -0.0941
N 0.9129 -0.7417 -0.1610
C 1.3574 -1.8142 -0.8451
O 0.6967 -2.5391 -1.5584
C 2.8623 -2.0506 -0.6880
S 3.4263 -1.9869 1.0500
C 4.7399 -0.7297 0.9423
C 4.2024 0.6347 0.5724
O 3.0703 1.0014 0.7603
O 5.1515 1.3749 0.0148
C 4.7954 2.7046 -0.3884
C 4.0875 2.7062 -1.7349
C -0.5728 0.9489 0.6395
C -1.8246 1.5095 0.7492
H -8.1110 0.8289 -0.6945
H -9.0992 -0.5921 -0.3711
H -8.5041 0.3881 0.9687
H -7.2218 -1.7542 0.6727
H -6.7463 -1.2262 -0.9400
H -4.9891 -0.8625 0.8096
H -6.0698 0.2425 1.6543
H -5.1781 0.6760 -1.2408
H -6.0216 1.8294 -0.1864
H -3.5593 -0.7373 -1.1011
H -1.3435 -1.7154 -1.2860
H 1.5936 -0.2140 0.3803
H 3.4098 -1.2896 -1.2429
H 3.0996 -3.0351 -1.0907
H 5.1686 -0.6777 1.9441
H 5.5146 -1.0413 0.2421
H 5.7438 3.2420 -0.4383
H 4.1539 3.1463 0.3803
H 3.1348 2.1866 -1.6619
H 3.9018 3.7308 -2.0431
H 4.7034 2.2171 -2.4859
H 0.2746 1.4142 1.1215
H -1.9798 2.4157 1.3131

Atomic charges from the Mulliken analysis, expressed in e, are listed below: C -1.181; C -0.448; C -0.383; C -0.739; O -0.456; C 0.673; C -0.175; C -1.002; C 0.457; N 0.134; C 0.612; O -0.680; C -0.679; S -0.115; C -0.546; C 0.546; O -0.634; O -0.381; C -0.212; C -1.064; C -0.508; C -0.803; H 0.306; H 0.370; H 0.299; H 0.335; H 0.283; H 0.397; H 0.301; H 0.341; H 0.325; H 0.371; H 0.508; H -0.017; H 0.239; H 0.422; H 0.339; H 0.361; H 0.309; H 0.296; H 0.266; H 0.381; H 0.297; H 0.429; H 0.428

The winner here is B, beating the second structure by 25.4 kcal/mol.

## A
# C2H2OS

The molecule C2H2OS (ωB97M-V/def2-TZVPD, the OMol25 dataset).

Output
**Kohn-Sham gap**: 7.800 eV
**LUMO level**: -0.888 eV
**Highest occupied orbital energy**: -8.69 eV
**Spin multiplicity**: 1

Element x y z (Å)
C 2.8291 -0.2794 1.0991
C 0.2051 0.2976 0.0069
O 2.6747 -0.9218 2.0459
S 1.6701 0.9916 0.3048
H -0.1439 0.2520 -1.0092
H -0.3317 -0.2266 0.7779

Atomic charges from the Mulliken analysis, expressed in e, are listed below: C 0.231; C -0.501; O -0.233; S -0.053; H 0.270; H 0.286

## B
# C2H2OS

A cluster of 2 separate species, C2H2OS in total (ωB97M-V/def2-TZVPD, the OMol25 dataset).

Output
**Kohn-Sham gap (spin up / spin down)**: 5.675 / 5.449 eV
**LUMO level (spin up / spin down)**: -3.988 / -4.036 eV
**Highest occupied orbital energy (spin up / spin down)**: -9.66 / -9.49 eV
**Spin multiplicity**: 1

Element x y z (Å)
C 1.5568 -1.2881 -1.1242
C 1.7153 -0.6860 -0.1037
O -1.6341 1.6888 0.7788
S -0.6188 0.8562 1.7443
H 1.4813 -1.8290 -2.0312
H -2.5005 1.2580 0.7361

Atomic charges from the Mulliken analysis, expressed in e, are listed below: C -0.104; C -0.600; O -0.353; S 0.272; H 0.402; H 0.384

The winner here is A, beating the second structure by 125.8 kcal/mol.

## A
# CH2FNO

A cluster of 2 separate species, CH2FNO in total (ωB97M-V/def2-TZVPD, the OMol25 dataset).

Output
**Kohn-Sham gap**: 10.866 eV
**LUMO level**: 0.255 eV
**Highest occupied orbital energy**: -10.61 eV
**Spin multiplicity**: 1

Element x y z (Å)
C -0.1197 -0.2161 0.3134
N -0.0137 0.9843 -0.4227
O 1.0930 0.2207 0.1177
F -0.4724 -1.3417 -0.3514
H -0.4235 -0.4978 1.9061
H -0.0637 0.8507 -1.5632

Atomic charges from the Mulliken analysis, expressed in e, are listed below: C 0.371; N -0.445; O -0.255; F -0.223; H 0.267; H 0.284

## B
# CH2FNO

The molecule CH2FNO (ωB97M-V/def2-TZVPD, the OMol25 dataset).

Output
**Kohn-Sham gap (spin up / spin down)**: 9.478 / 8.903 eV
**LUMO level (spin up / spin down)**: 0.025 / 0.108 eV
**Highest occupied orbital energy (spin up / spin down)**: -9.45 / -8.80 eV
**Spin multiplicity**: 1

Element x y z (Å)
C 0.2680 0.0203 0.0406
N 2.5259 -0.6105 -0.0499
O 1.5668 0.2380 -0.0480
F 3.6479 0.2321 0.0430
H -0.1600 1.1020 0.1252
H -0.2645 -0.9540 0.1204

Atomic charges from the Mulliken analysis, expressed in e, are listed below: C -0.294; N -0.079; O -0.022; F -0.169; H 0.252; H 0.311

## C
# CH2FNO

A structure of composition CH2FNO (ωB97M-V/def2-TZVPD, the OMol25 dataset).

Output
**Kohn-Sham gap (spin up / spin down)**: 9.335 / 8.440 eV
**LUMO level (spin up / spin down)**: 0.150 / -0.347 eV
**Highest occupied orbital energy (spin up / spin down)**: -9.19 / -8.79 eV
**Spin multiplicity**: 1

Element x y z (Å)
C -0.9287 0.1643 -0.2228
N 2.0032 0.2162 0.5726
O 2.6392 -0.7277 0.8033
F -1.3112 -1.1241 -0.5959
H -1.2732 0.5077 0.7192
H -1.1294 0.9636 -1.2764

Atomic charges from the Mulliken analysis, expressed in e, are listed below: C -0.263; N 0.198; O -0.187; F -0.210; H 0.280; H 0.181

## D
# CH2FNO

A cluster of 2 separate species, CH2FNO in total (ωB97M-V/def2-TZVPD, the OMol25 dataset).

Output
**Kohn-Sham gap**: 10.804 eV
**LUMO level**: 0.799 eV
**Highest occupied orbital energy**: -10.01 eV
**SMILES**: C1=NO1.F
**Spin multiplicity**: 1

Element x y z (Å)
C 0.9322 -0.4544 -0.7506
N 0.1891 0.3565 -0.1798
O 1.4940 -0.3207 0.4116
H 1.3176 -1.0124 -1.5441
F -2.3230 0.3885 0.9134
H -1.6100 1.0424 1.1494

Atomic charges from the Mulliken analysis, expressed in e, are listed below: C 0.337; N -0.327; O -0.334; H 0.306; F -0.420; H 0.439

The winner here is D, beating the second structure by 24.0 kcal/mol.